1.
{"formula": "C29H65NO16", "method": "ωB97M-V/def2-TZVPD", "e_homo_ev": -9.185, "e_lumo_ev": 0.3, "relative_energy_kcal_mol": 98.2, "spin_multiplicity": 1, "total_energy_ev": -65367.508, "smiles": "C[N+](=O)[O-].O=C1CCCO1.O=C1CCCO1.COCCOC.COCCOC.COCCOC.COCCOC.COCCOC", "fmax_ev_per_a": 3.06, "total_charge": 0, "species": ["O", "O", "O", "O", "O", "O", "O", "O", "O", "O", "O", "O", "O", "O", "O", "O", "N", "C", "C", "C", "C", "C", "C", "C", "C", "C", "C", "C", "C", "C", "C", "C", "C", "C", "C", "C", "C", "C", "C", "C", "C", "C", "C", "C", "C", "C", "H", "H", "H", "H", "H", "H", "H", "H", "H", "H", "H", "H", "H", "H", "H", "H", "H", "H", "H", "H", "H", "H", "H", "H", "H", "H", "H", "H", "H", "H", "H", "H", "H", "H", "H", "H", "H", "H", "H", "H", "H", "H", "H", "H", "H", "H", "H", "H", "H", "H", "H", "H", "H", "H", "H", "H", "H", "H", "H", "H", "H", "H", "H", "H", "H"], "coordinates": [[-3.99138, -2.28577, -1.02040], [0.98394, -5.75256, 2.48994], [-3.88577, 2.40407, 0.13569], [1.10523, 3.55092, -1.27865], [3.93494, -2.38766, 1.12434], [2.85648, 1.49105, -5.50389], [0.22442, 0.12648, 0.51892], [-0.02036, 3.53078, -3.99890], [-0.49074, -3.41971, 2.22631], [-4.50270, -0.00369, -2.83638], [1.43176, -0.31003, -1.23469], [3.77832, -3.03047, -0.97017], [2.38482, 2.62536, 4.45752], [2.63948, -0.05019, -3.83930], [-5.46450, 0.41964, 1.98803], [3.58366, 0.06772, 5.36962], [0.48075, 0.18580, -0.67864], [-5.32985, -0.52313, 3.01650], [0.76731, 4.10728, -0.02996], [-0.48150, 0.82112, -1.56349], [1.36702, 3.82549, -3.67732], [4.38048, -1.18076, 1.82861], [2.31891, -1.99345, -5.21762], [2.14300, 1.31178, 3.94053], [-1.38757, -2.82537, 1.32640], [-0.27523, 2.56239, -5.03202], [-3.14979, -2.63288, -2.05626], [3.84556, -0.92431, 6.34967], [-5.04084, -0.09036, -1.52687], [1.32713, 4.52103, -2.29418], [2.04377, -1.48339, -3.81551], [1.64706, -6.73774, 3.23802], [4.49798, -0.76287, -0.47982], [2.03276, -0.71901, -6.04149], [-4.99357, 2.54702, 1.07774], [2.55390, 0.34877, -5.14307], [4.17807, -0.03852, 0.82782], [-2.85394, 3.33057, 0.35450], [-4.87360, 1.70633, 2.32407], [2.16396, 3.64959, 3.56202], [-4.14984, -0.93071, -0.65739], [2.19611, 0.22084, 4.94391], [-5.39647, 0.34477, -3.84528], [4.01303, -2.13515, -0.21199], [1.60431, -4.51977, 2.65926], [0.90882, -3.42703, 1.81078], [4.87500, 0.77512, 1.05314], [0.64046, 5.33210, -2.28436], [-5.98455, 1.25193, -3.64793], [-2.05202, 3.11372, -0.31294], [-5.08663, 0.90484, -1.07531], [3.70836, -1.93348, 5.95966], [-5.92227, 2.33797, 0.53226], [-2.14727, -2.29388, -1.82076], [0.11543, 1.59779, -4.73175], [-2.43064, 3.16756, 1.39526], [-3.13828, -0.54679, -0.68850], [2.85352, 1.13982, 3.10732], [-4.89924, 0.37097, -4.79496], [1.43163, -2.45351, 1.94315], [-1.56678, -3.40788, 0.39868], [-3.07466, -3.74522, -2.16258], [1.76571, -0.66937, 4.43992], [2.52231, -0.67511, -6.99619], [2.49458, -2.01058, -2.97739], [1.67161, -2.81945, -5.49973], [2.69262, -4.60605, 2.47866], [-4.53688, -1.01463, 0.35534], [1.63217, 4.61328, 0.47611], [-3.52867, -2.15363, -2.96415], [-1.26244, 1.29317, -1.05197], [1.56975, -6.45697, 4.29837], [0.09711, 1.40198, -2.23857], [1.63772, -4.30261, 3.72733], [-5.71399, -0.08528, 3.92007], [-4.25064, -0.70827, 3.30005], [4.88784, -0.86496, 6.66275], [1.00823, -3.56090, 0.72752], [0.95485, -0.58850, -6.18162], [0.99378, -1.28813, -3.62683], [4.15002, -0.30995, -1.42490], [1.09916, 1.28760, 3.57378], [1.88164, 2.84934, -3.68835], [1.55804, 0.47426, 5.78566], [1.11897, 3.68155, 3.27749], [2.78431, 3.58563, 2.66396], [5.45005, -1.29917, 2.04795], [3.83767, -1.09628, 2.78317], [3.07928, -0.86398, 7.14791], [1.14083, -7.69072, 3.17585], [-6.10762, -0.49839, -3.95442], [-4.99043, 3.57911, 1.42300], [-3.79499, 1.58789, 2.53381], [-6.07236, -0.47590, -1.53896], [2.70007, -6.87738, 2.96182], [-1.32122, 2.53578, -5.25465], [0.17714, 2.83979, -5.97871], [1.85465, 4.45561, -4.43961], [-2.36371, -2.69518, 1.81986], [5.59621, -0.82759, -0.65489], [3.12314, 0.33251, 0.85047], [-5.83470, -1.44842, 2.79398], [-0.93051, 0.00640, -2.12116], [2.27107, 5.00241, -2.02789], [3.34108, -2.32239, -5.29421], [0.46336, 3.32715, 0.69504], [-3.21243, 4.35691, 0.32252], [-0.03268, 4.84166, -0.12934], [-5.31031, 2.22253, 3.17637], [2.39914, 4.59361, 4.03883], [-1.11797, -1.80371, 1.09864]], "forces_ev_per_angstrom": [[-1.60, -1.25, 0.91], [-0.09, -0.80, -0.66], [-1.15, -0.24, 0.43], [-0.66, -0.21, 0.10], [0.28, 1.40, 0.26], [-0.47, -2.28, 0.94], [0.56, 0.14, -0.49], [-0.10, 0.22, -0.35], [1.30, 0.05, -0.18], [0.90, 0.16, 0.29], [0.54, -0.20, 0.53], [-0.23, 0.07, -0.71], [0.44, -1.38, 1.18], [-0.67, -1.59, -1.41], [0.36, 1.04, 0.28], [-0.78, -0.10, -0.46], [-0.58, -0.32, 0.85], [1.62, 0.53, 0.95], [0.68, 0.21, 0.83], [0.04, -1.09, -1.03], [-1.02, -0.68, 0.27], [-0.11, -0.30, 0.11], [-0.82, 0.43, 0.03], [-0.43, 1.34, -0.98], [-0.76, 0.12, -0.05], [1.17, 1.04, 0.43], [0.12, -0.20, -0.76], [-1.28, -0.26, -0.28], [-0.59, 0.22, -0.07], [1.64, -1.21, -0.32], [0.70, 1.69, 0.11], [-0.23, 0.18, 0.78], [0.74, 1.15, -0.59], [0.17, -1.08, 0.60], [0.89, 0.65, -0.50], [0.74, 2.96, 0.17], [-0.29, 0.21, 0.26], [-0.04, -0.60, 2.39], [0.47, -1.41, -1.36], [-0.05, 0.36, -0.46], [0.69, -0.95, -0.36], [1.53, -0.31, 0.55], [-1.45, -1.13, 0.33], [-0.09, -1.60, 0.20], [0.59, 0.67, -0.26], [-0.35, -0.12, 0.69], [-0.29, 0.00, -0.10], [-1.31, 0.44, -0.04], [0.33, 0.04, -0.03], [0.38, 0.16, -0.76], [0.02, 0.01, -0.08], [0.02, -0.22, -0.41], [0.26, -0.02, 0.20], [0.63, 0.30, -0.20], [-0.05, -0.42, 0.03], [-0.25, 0.29, -0.84], [0.35, 0.84, 0.41], [-0.39, -0.13, 0.24], [0.59, 0.45, -0.31], [-0.54, -0.30, 0.48], [0.33, 0.18, 0.39], [-0.43, 0.92, 0.18], [0.49, 0.03, 0.35], [0.14, 0.07, -0.41], [0.09, 0.07, -0.14], [-0.06, -0.10, 0.11], [-0.26, 0.23, -0.80], [0.06, 0.63, -0.04], [-0.40, -0.18, -0.60], [0.50, -0.36, -0.28], [-0.71, 0.94, 0.89], [0.39, -0.03, 0.08], [0.15, 0.89, -0.44], [-0.68, 0.61, 0.37], [-0.68, -0.02, 0.70], [-0.75, -0.11, -0.71], [-0.27, 0.42, 0.25], [-0.19, -0.67, 0.07], [0.08, 0.08, 0.02], [-0.21, -0.32, 0.03], [-0.39, -0.35, 0.61], [0.29, 0.02, -0.36], [0.28, 0.53, 0.44], [-0.05, -0.03, 0.38], [-0.48, 0.05, -0.36], [0.05, -0.20, -0.18], [-0.19, -0.05, 0.03], [0.10, -0.05, -0.47], [0.76, 0.26, 0.18], [-0.27, -0.14, -0.47], [-0.19, 0.38, 0.03], [-0.22, 0.37, -0.23], [-0.24, -0.17, 0.09], [0.19, -0.22, -0.16], [-0.06, 0.19, -0.07], [-0.77, -0.08, 0.48], [0.52, 0.12, -0.15], [-0.32, -0.02, 0.20], [0.28, -0.50, 0.05], [-0.45, -0.12, 0.43], [0.84, -0.30, -0.11], [-0.14, -0.16, -0.32], [-0.05, -0.25, -0.17], [0.46, -0.01, -0.49], [0.46, -0.01, -0.15], [0.01, 0.09, -0.72], [0.06, 0.23, -0.36], [-0.17, 0.06, 0.02], [-0.53, -0.33, 0.20], [0.09, 0.09, 0.26], [0.46, 0.36, -0.43]]}

---

2.
{"formula": "C29H66F6N8O12P", "method": "ωB97M-V/def2-TZVPD", "e_homo_ev": -7.188, "e_lumo_ev": 2.1, "spin_multiplicity": 1, "total_energy_ev": -93238.772, "fmax_ev_per_a": 1.94, "total_charge": -1, "species": ["P", "F", "F", "F", "F", "F", "F", "O", "O", "O", "O", "O", "O", "O", "O", "O", "O", "O", "O", "N", "N", "N", "N", "N", "N", "N", "N", "C", "C", "C", "C", "C", "C", "C", "C", "C", "C", "C", "C", "C", "C", "C", "C", "C", "C", "C", "C", "C", "C", "C", "C", "C", "C", "C", "C", "C", "H", "H", "H", "H", "H", "H", "H", "H", "H", "H", "H", "H", "H", "H", "H", "H", "H", "H", "H", "H", "H", "H", "H", "H", "H", "H", "H", "H", "H", "H", "H", "H", "H", "H", "H", "H", "H", "H", "H", "H", "H", "H", "H", "H", "H", "H", "H", "H", "H", "H", "H", "H", "H", "H", "H", "H", "H", "H", "H", "H", "H", "H", "H", "H", "H", "H"], "coordinates": [[-1.19563, 0.00485, -0.04450], [-0.87911, 0.49269, 1.50113], [-1.94793, -1.26178, 0.64587], [-1.45581, -0.57393, -1.51065], [-0.43513, 1.32545, -0.57500], [0.23537, -0.78548, 0.00159], [-2.58375, 0.82263, -0.08234], [3.79321, 0.72189, 3.65074], [1.40945, 1.68080, -4.00451], [-5.09507, -4.93575, -0.53685], [5.70714, 0.84863, 2.52978], [-0.98881, 2.98367, 4.47779], [4.88090, 2.02106, -1.38470], [-1.72650, 1.20943, -7.47198], [5.62771, -2.62459, 1.01298], [2.06416, -3.35365, 3.07933], [0.13797, -5.17728, -2.15440], [-4.32646, 4.25228, 2.39634], [5.73766, 0.30778, 4.70832], [-2.52877, 1.65934, -5.38245], [-2.67309, 1.45001, 4.36015], [0.70312, -0.44448, -4.48909], [4.31280, -2.06971, -0.76508], [3.26557, 3.61117, -1.57528], [-4.63145, -4.30432, 1.60805], [-0.47192, -4.95833, 0.03832], [-2.14754, 4.49378, 1.78530], [-1.39714, 1.87501, 4.18758], [-4.69016, -4.12076, 0.26432], [0.24186, -1.71240, -3.95900], [5.42055, -1.58684, -1.55121], [4.13493, 4.74167, -1.35396], [4.71114, 1.11107, 1.54727], [4.53194, -2.52520, 0.49297], [1.55126, -2.03889, 2.85066], [-1.00418, 3.93291, 1.10335], [-1.95148, 5.72925, 2.49891], [-0.49888, -6.36940, 0.35340], [-1.93713, 0.89229, -6.31645], [-0.21817, -4.50059, -1.20699], [5.12813, 0.58598, 3.72498], [-4.37671, -3.22200, 2.52048], [2.98850, -1.76458, -1.23286], [-2.44910, 1.36617, -3.95554], [3.73020, 2.33716, -1.62154], [-5.02508, -5.55476, 2.19040], [2.45005, 2.17148, 2.26487], [1.12268, -0.44469, -5.87733], [0.85309, 0.63161, -3.70480], [3.37946, 0.96248, 2.30981], [-2.96783, 3.01383, -5.67858], [-0.70760, -3.99133, 1.09979], [-3.70482, 2.35829, 4.79580], [-3.06913, 0.15173, 3.86609], [-3.33489, 3.84311, 1.81922], [1.84617, 3.87769, -1.63678], [-1.44666, -6.63606, 0.82145], [-0.37826, -6.92596, -0.57399], [-5.27930, -2.97546, 3.09631], [5.50605, -0.49519, -1.49371], [-1.31122, 5.60127, 3.37356], [-0.73562, -1.97960, -4.37810], [1.08450, 0.56746, -6.27638], [-0.38558, -3.41044, -1.26552], [2.13879, -1.32999, 3.43817], [0.34169, -6.62502, 1.00366], [2.90782, 1.65676, -1.88799], [3.62345, -2.82593, 1.03914], [2.21708, -2.04325, -0.51638], [-4.33996, -3.11581, -0.02604], [-3.60233, -3.47015, 3.24924], [-2.98802, -0.65212, 4.61201], [3.76002, 5.36776, -0.54155], [2.85079, 0.11599, 1.87064], [2.46515, 2.60185, 1.26100], [-2.19986, 0.32890, -3.74108], [0.48804, -1.97813, 3.08777], [2.10302, -0.90215, -6.00246], [2.09427, -3.52303, 4.02371], [-3.28093, 2.88651, 1.27585], [-1.50918, 6.47316, 1.82955], [6.35875, -2.01225, -1.20661], [-4.11949, 0.16552, 3.57416], [-1.66997, -3.48318, 1.03371], [0.39847, 0.54593, -2.70572], [-2.48401, -0.17356, 3.00713], [5.12211, 4.38272, -1.06716], [-3.94222, 2.17500, 5.85544], [-4.02330, 3.13546, -5.43734], [0.36376, -0.97349, -6.45989], [0.92570, -2.51447, -4.24062], [1.41647, 4.10897, -0.65885], [2.89931, 2.93216, 2.90983], [-3.41198, 3.40179, 4.75096], [-0.70313, -4.51696, 2.05471], [-2.76115, 3.19471, -6.73101], [-6.03548, -5.52596, 2.62042], [-4.11861, -2.29774, 2.00345], [1.44333, 1.91635, 2.57803], [4.82294, 2.09279, 1.09149], [-5.08368, -6.34624, 1.44538], [1.32660, 2.99414, -2.00519], [-4.33186, -5.86308, 2.97535], [-4.63602, 2.24452, 4.24629], [-0.77201, 1.07785, 3.75361], [-1.25505, 2.97805, 0.65065], [0.12998, -1.67561, -2.87872], [-2.39339, 3.72340, -5.07777], [5.30426, -1.85144, -2.60483], [-3.39339, 1.63492, -3.48600], [-1.64763, 1.97938, -3.53184], [2.73930, -2.28460, -2.16368], [4.78141, 0.36971, 0.75406], [-2.91224, 6.10795, 2.84215], [-0.60919, 4.61270, 0.34870], [1.71311, -1.81169, 1.80065], [-0.22528, 3.67414, 1.82963], [1.63612, 4.69584, -2.32821], [0.06823, -3.23320, 1.12708], [-1.67360, -0.08412, -5.87051], [2.86827, -0.69231, -1.42545], [4.21506, 5.33803, -2.26601]], "forces_ev_per_angstrom": [[0.47, -0.02, 1.88], [-0.19, 0.42, -0.38], [-0.13, -0.11, -0.59], [-0.07, 0.08, -0.24], [0.13, -0.15, -0.57], [-0.22, -0.11, -0.29], [0.00, -0.10, 0.10], [-0.32, -0.51, 0.18], [-0.08, -0.16, -0.44], [0.12, -0.12, 0.01], [-0.09, 0.05, 0.19], [0.15, 0.03, -0.05], [0.07, -0.34, -0.26], [-0.06, -0.22, 0.00], [-0.02, 0.00, -0.08], [-0.16, -0.13, -0.29], [-0.12, 0.08, -0.10], [-0.23, -0.12, -0.07], [-0.16, 0.01, 0.08], [-0.34, 0.38, 0.49], [0.08, 0.22, -0.69], [0.08, -0.25, -0.10], [-0.05, -0.12, 0.26], [-0.21, -0.05, 0.16], [0.16, -0.09, -0.09], [-0.21, 0.30, -0.01], [-0.12, -0.16, -0.17], [-0.31, -0.14, 0.08], [-0.14, 0.29, 0.05], [-0.41, -0.16, -0.15], [0.43, 0.36, -0.35], [0.29, -0.16, 0.17], [-0.49, -0.10, -0.02], [0.23, -0.07, 0.19], [0.58, -0.29, 0.44], [0.14, -0.56, 0.50], [-0.19, 0.35, 0.05], [0.39, 0.07, -0.32], [0.01, 0.04, 0.33], [0.01, -0.21, 0.18], [0.56, 0.16, -0.31], [-0.37, 0.53, 0.36], [-0.57, 0.12, -0.32], [0.32, 0.17, -0.29], [-0.28, 0.83, 0.18], [-0.56, -0.72, 0.15], [1.05, 0.08, 0.04], [-0.61, 0.33, -0.13], [0.11, 0.62, 0.54], [-0.26, 0.54, -0.98], [0.50, -0.26, -0.19], [-0.26, -0.15, 0.38], [-0.45, 0.16, 1.30], [-0.21, -0.84, 0.12], [0.52, 0.28, 0.09], [-0.33, -0.29, -0.23], [0.01, -0.03, 0.07], [-0.08, 0.01, 0.00], [-0.01, -0.18, -0.01], [-0.08, -0.03, 0.00], [0.12, -0.16, -0.05], [0.02, 0.04, -0.01], [0.41, 0.07, 0.21], [0.16, 0.03, -0.08], [-0.27, 0.19, 0.04], [-0.13, -0.06, 0.14], [0.22, -0.29, 0.04], [-0.13, 0.04, -0.17], [0.20, -0.06, 0.18], [0.03, -0.02, -0.04], [0.15, -0.04, -0.16], [0.05, 0.24, 0.18], [-0.11, 0.01, -0.05], [0.00, -0.27, 0.53], [-0.31, -0.21, -0.11], [-0.17, -0.07, -0.20], [-0.03, 0.17, -0.05], [0.04, 0.03, -0.10], [0.02, 0.10, 0.02], [-0.19, 0.00, -0.04], [0.06, -0.03, 0.05], [-0.11, -0.11, 0.21], [0.04, 0.19, -0.13], [-0.02, -0.10, -0.25], [0.05, -0.44, -0.04], [0.07, 0.26, -0.05], [-0.01, -0.03, -0.12], [-0.01, -0.07, -0.10], [-0.06, -0.01, -0.11], [0.22, -0.32, 0.04], [0.12, 0.03, 0.14], [0.21, 0.18, 0.09], [-0.32, 0.03, 0.13], [0.33, -0.09, -0.32], [0.20, -0.02, -0.02], [-0.22, 0.12, 0.01], [0.11, 0.29, 0.12], [0.27, -0.20, -0.20], [-0.10, 0.13, 0.02], [0.29, 0.09, 0.23], [0.29, 0.21, -0.21], [0.05, 0.04, -0.10], [0.06, 0.12, -0.01], [0.16, -0.11, -0.31], [0.12, 0.17, 0.04], [-0.23, 0.17, -0.21], [0.14, 0.09, 0.01], [0.00, 0.03, -0.01], [-0.21, -0.07, 0.05], [-0.01, -0.13, 0.13], [-0.12, 0.02, 0.22], [0.22, -0.06, -0.01], [0.18, 0.01, -0.01], [-0.04, -0.10, -0.06], [-0.02, 0.08, -0.03], [-0.21, -0.02, -0.06], [0.09, 0.32, -0.03], [0.03, 0.02, 0.02], [0.02, 0.00, -0.04], [0.13, -0.06, -0.28], [0.08, 0.01, 0.06], [0.01, 0.08, 0.05]]}

---

For reference, Kohn-Sham gap by record: 9.43 9.25 eV.